# C66H63BrF4IrN4O3P2S

A structure of composition C66H63BrF4IrN4O3P2S at a distorted geometry (ωB97M-V/def2-TZVPD, the Open Molecules 2025 dataset).

Each line ends with the Mulliken charge.
Cartesian coordinates (Å):
Ir (0.2475, 0.0413, -0.3794)  2.72
F (-5.1537, 3.5490, -4.4158)  -0.28
C (-4.0556, 2.9182, -4.0559)  0.38
C (-3.0931, 2.5937, -4.9906)  0.48
F (-3.2674, 2.9050, -6.2636)  -0.28
C (-1.9459, 1.9243, -4.5952)  -0.02
F (-1.1015, 1.6141, -5.5775)  -0.38
C (-1.6957, 1.5612, -3.2723)  -0.73
P (-0.0797, 0.7641, -2.8429)  2.25
C (-0.1692, -0.7375, -3.9067)  0.84
C (0.9712, -1.5056, -4.1598)  -0.01
C (0.9166, -2.6226, -4.9755)  -0.92
C (-0.2856, -3.0018, -5.5621)  -1.14
C (-1.4251, -2.2547, -5.3199)  -0.65
C (-1.3678, -1.1391, -4.4933)  -0.81
C (1.1320, 1.8227, -3.7249)  0.48
C (1.4547, 1.5697, -5.0605)  0.04
C (2.2803, 2.4395, -5.7558)  -1.23
C (2.8052, 3.5627, -5.1327)  -0.79
C (2.5349, 3.7894, -3.7925)  -0.70
C (1.7206, 2.9151, -3.0950)  0.45
C (-2.6986, 1.8937, -2.3599)  0.52
Br (-2.5826, 1.4646, -0.5504)  0.05
C (-3.8528, 2.5517, -2.7357)  0.42
F (-4.7922, 2.8446, -1.8460)  -0.31
H (1.9244, -1.2476, -3.7268)  0.32
H (1.8173, -3.1932, -5.1618)  0.53
H (-0.3287, -3.8702, -6.2057)  0.44
H (-2.3651, -2.5292, -5.7800)  0.53
H (-2.2783, -0.5839, -4.3189)  0.20
H (1.0458, 0.7186, -5.5825)  0.49
H (2.4994, 2.2404, -6.7966)  0.47
H (3.4297, 4.2492, -5.6893)  0.49
H (2.9610, 4.6422, -3.2792)  0.57
H (1.5345, 3.0943, -2.0577)  -0.60
C (4.3219, 7.4974, 0.9070)  -1.69
C (3.2355, 6.4843, 0.6862)  0.85
C (3.5319, 5.1761, 0.3139)  -0.61
C (2.5230, 4.2463, 0.1124)  0.48
C (1.2019, 4.6232, 0.2814)  -0.01
C (0.8781, 5.9263, 0.6497)  -0.91
C (1.8958, 6.8423, 0.8434)  -1.06
S (-0.1466, 3.5161, 0.0182)  1.33
O (-0.4634, 3.4976, -1.3840)  -0.65
O (-1.1619, 3.8954, 0.9563)  -0.71
N (0.4271, 2.0117, 0.3858)  0.71
C (0.5850, 1.7170, 1.7234)  0.38
C (0.6410, 2.5621, 2.8372)  -0.38
C (0.8041, 1.9735, 4.0675)  -1.60
C (0.9033, 0.5827, 4.1813)  -1.43
C (0.8153, -0.1741, 3.0407)  -0.34
N (0.6683, 0.3988, 1.8363)  0.72
H (5.3092, 7.0632, 0.7618)  0.34
H (4.2710, 7.9058, 1.9168)  0.38
H (4.2122, 8.3337, 0.2156)  0.37
H (4.5655, 4.8817, 0.1712)  0.35
H (2.7625, 3.2384, -0.1924)  -0.32
H (-0.1558, 6.2074, 0.7954)  0.64
H (1.6470, 7.8582, 1.1242)  0.45
H (0.5404, 3.6311, 2.7321)  0.71
H (0.8445, 2.5946, 4.9530)  0.43
H (1.0300, 0.1028, 5.1408)  0.54
H (0.8629, -1.2495, 3.0728)  0.19
C (-2.8301, -1.4400, -1.4248)  -0.05
C (-2.4346, -2.8363, -1.7887)  0.86
C (-3.1510, -3.8495, -0.8964)  -2.46
C (-0.9050, -2.9947, -1.8980)  0.98
C (-0.4498, -4.3544, -1.4446)  -0.78
O (0.9651, -4.1860, -1.3578)  -0.20
C (1.2147, -2.8878, -1.2403)  -0.66
N (0.2152, -2.0648, -1.3060)  1.01
C (2.6842, -2.6943, -1.2239)  -0.04
C (3.4342, -3.7461, -1.7808)  -0.49
C (4.8106, -3.7539, -1.7208)  -1.08
C (5.4770, -2.7234, -1.0686)  -1.04
C (4.7526, -1.6621, -0.5718)  -0.69
C (3.3557, -1.6198, -0.6709)  0.48
P (2.6258, -0.0258, -0.2032)  1.61
C (3.3276, 0.1734, 1.4695)  0.63
C (3.5604, 1.4215, 2.0458)  0.39
C (4.1410, 1.5154, 3.3009)  -0.97
C (4.4747, 0.3688, 4.0071)  -1.20
C (4.2130, -0.8769, 3.4585)  -0.99
C (3.6399, -0.9754, 2.2003)  -0.83
C (3.7173, 0.9679, -1.2789)  1.30
C (4.7760, 1.7505, -0.8161)  0.31
C (5.7190, 2.2378, -1.7107)  -0.91
C (5.6442, 1.9203, -3.0580)  -1.21
C (4.6116, 1.1182, -3.5197)  -0.63
C (3.6511, 0.6691, -2.6336)  -0.28
H (-3.9111, -1.3468, -1.3119)  0.87
H (-2.5123, -0.7327, -2.1887)  -0.82
H (-2.3775, -1.1746, -0.4724)  -1.13
H (-2.7802, -3.0317, -2.8095)  0.53
H (-4.2224, -3.6486, -0.9266)  0.54
H (-3.0098, -4.8773, -1.2347)  0.49
H (-2.8262, -3.7819, 0.1381)  0.58
H (-0.6899, -2.9169, -2.9636)  -0.97
H (-0.6430, -5.1332, -2.1785)  0.36
H (-0.8258, -4.6544, -0.4659)  0.06
H (2.9229, -4.5688, -2.2538)  0.65
H (5.3615, -4.5694, -2.1690)  0.49
H (6.5538, -2.7356, -0.9684)  0.51
H (5.2809, -0.8357, -0.1167)  0.53
H (3.2846, 2.3307, 1.5319)  -0.18
H (4.3359, 2.4919, 3.7251)  0.55
H (4.9313, 0.4473, 4.9847)  0.46
H (4.4646, -1.7771, 4.0036)  0.53
H (3.4620, -1.9562, 1.7816)  0.47
H (4.9063, 1.9577, 0.2340)  0.61
H (6.5386, 2.8395, -1.3401)  0.56
H (6.3983, 2.2842, -3.7432)  0.46
H (4.5505, 0.8480, -4.5639)  0.54
H (2.8601, 0.0322, -2.9822)  -0.62
C (2.3047, -4.6865, 1.8323)  -1.50
C (0.8289, -4.3999, 1.9261)  0.43
C (-0.0614, -5.4292, 2.2351)  -0.94
C (-1.4192, -5.1873, 2.4285)  0.31
C (-2.3754, -6.3100, 2.7270)  -1.67
C (-1.8835, -3.8853, 2.3379)  -0.90
C (-1.0357, -2.8125, 1.9828)  0.71
C (0.3272, -3.1219, 1.7543)  0.56
N (-1.4232, -1.5035, 1.8379)  1.24
C (-2.5769, -1.0040, 2.6269)  1.36
C (-2.4248, 0.5119, 2.7901)  -1.89
C (-2.6500, -1.5797, 4.0570)  -1.68
C (-3.9055, -1.2589, 1.8877)  -1.37
H (2.4888, -5.7557, 1.7392)  0.50
H (2.8145, -4.3479, 2.7375)  0.33
H (2.7682, -4.1918, 0.9785)  0.09
H (0.3147, -6.4416, 2.3296)  0.47
H (-1.8499, -7.2538, 2.8582)  0.43
H (-3.0926, -6.4334, 1.9131)  0.32
H (-2.9445, -6.1086, 3.6349)  0.35
H (-2.9354, -3.7094, 2.4975)  0.53
H (0.9955, -2.3074, 1.4968)  -0.76
H (-1.6850, 0.7589, 3.5490)  0.28
H (-3.3786, 0.9365, 3.1043)  0.65
H (-2.1277, 1.0000, 1.8635)  0.04
H (-1.6514, -1.6620, 4.4915)  0.29
H (-3.1297, -2.5510, 4.1232)  0.44
H (-3.2278, -0.8920, 4.6750)  0.48
H (-4.0267, -0.5720, 1.0507)  0.01
H (-4.7253, -1.0833, 2.5854)  0.61
H (-3.9936, -2.2739, 1.5049)  0.17

Results
Spin multiplicity: 2
Gap between HOMO and LUMO (alpha / beta): 6.43 / 7.12 eV
Charge: +2
E_LUMO (alpha / beta): -6.10 / -6.10 eV

=====

# C66H72BaF9Ge2N4O2PSSb2

A structure of composition C66H72BaF9Ge2N4O2PSSb2 at a distorted geometry (ωB97M-V/def2-TZVPD, the Open Molecules 2025 dataset).

Each line ends with the Mulliken charge.
Cartesian coordinates (Å):
Ba (0.5710, -0.3954, -0.4406)  1.61
C (-3.8456, -4.3017, 1.7582)  -1.37
C (-3.9593, -2.7813, 1.6710)  -0.59
N (-3.9400, -2.2515, 0.3057)  0.72
C (-5.2458, -1.9083, -0.2734)  0.37
C (-6.1260, -3.1266, -0.5171)  -1.56
C (-2.8025, -2.0498, -0.3761)  0.70
S (-1.2920, -2.4745, 0.3658)  -0.22
N (-2.9510, -1.5968, -1.6301)  -0.36
C (-2.1256, -0.9325, -2.3996)  -1.13
O (-1.0732, -0.2967, -2.0253)  0.67
C (-2.5629, -0.8623, -3.8266)  0.54
C (-3.2989, -1.9072, -4.3817)  -0.33
C (-3.7567, -1.8205, -5.6860)  -0.84
C (-3.5054, -0.6796, -6.4383)  -0.80
C (-2.7696, 0.3607, -5.8913)  -0.92
C (-2.2904, 0.2619, -4.5933)  0.96
H (-3.7669, -4.5992, 2.8055)  0.46
H (-2.9540, -4.6480, 1.2392)  0.32
H (-4.7164, -4.7936, 1.3261)  0.29
H (-3.1389, -2.3238, 2.2197)  0.26
H (-4.8969, -2.4538, 2.1212)  0.24
H (-5.0625, -1.3909, -1.2066)  0.17
H (-5.7444, -1.2166, 0.4120)  -0.18
H (-5.6326, -3.8242, -1.1965)  0.37
H (-7.0637, -2.8083, -0.9736)  0.44
H (-6.3608, -3.6500, 0.4097)  0.32
H (-3.5042, -2.7853, -3.7839)  0.58
H (-4.3140, -2.6436, -6.1156)  0.45
H (-3.8824, -0.6043, -7.4509)  0.44
H (-2.5655, 1.2475, -6.4761)  0.51
H (-1.7061, 1.0664, -4.1679)  -0.24
C (5.2596, -1.8930, 1.2909)  -1.32
Sb (3.5325, -0.6901, 1.7055)  -0.18
C (4.4346, 1.1367, 1.0092)  -1.33
C (4.0406, -0.2447, 3.7607)  -1.47
C (3.5909, -1.2693, 4.7609)  0.42
C (4.3446, -2.4471, 4.8440)  -0.57
C (4.0441, -3.4536, 5.7406)  -0.82
C (2.9683, -3.2885, 6.6044)  -0.74
C (2.2313, -2.1214, 6.5513)  -0.51
C (2.5071, -1.1001, 5.6327)  1.29
C (1.6113, 0.1019, 5.6654)  -1.84
Sb (-0.3571, -0.3111, 4.7633)  0.66
C (0.1262, -2.2129, 3.8750)  -0.46
C (-0.0664, 0.7202, 2.8734)  -0.04
H (5.1118, -2.9119, 1.6477)  0.45
H (6.1173, -1.4488, 1.7969)  0.55
H (5.4493, -1.9185, 0.2195)  0.17
H (5.4014, 1.2502, 1.5006)  0.71
H (3.8042, 1.9911, 1.2595)  0.42
H (4.5888, 1.1182, -0.0703)  0.08
H (3.6553, 0.7582, 3.9411)  0.47
H (5.1305, -0.1930, 3.7448)  0.73
H (5.2140, -2.5514, 4.2017)  0.39
H (4.6526, -4.3478, 5.7833)  0.42
H (2.7168, -4.0595, 7.3215)  0.41
H (1.4033, -1.9859, 7.2407)  0.42
H (2.0121, 0.9983, 5.1938)  0.50
H (1.3804, 0.3499, 6.7005)  0.59
H (0.0087, -3.0149, 4.6034)  0.50
H (1.1533, -2.2217, 3.5089)  0.05
H (-0.5651, -2.3844, 3.0476)  -0.21
H (-0.3040, 1.7826, 2.9509)  -0.12
H (-0.7480, 0.2554, 2.1517)  -0.47
H (0.9684, 0.6049, 2.5463)  0.26
N (4.5937, 3.5349, -3.0037)  -0.19
C (4.2738, 4.4213, -2.0263)  0.00
O (4.9891, 5.3446, -1.6981)  -0.64
C (2.9714, 4.1774, -1.3177)  0.82
C (2.3319, 5.2480, -0.7081)  -1.03
C (1.1787, 5.0156, 0.0208)  -0.93
C (0.7208, 3.7138, 0.1366)  -0.80
N (1.3333, 2.6721, -0.4343)  1.55
C (2.4316, 2.9132, -1.1543)  -0.59
H (5.4351, 3.7225, -3.5239)  0.25
H (3.9088, 2.9295, -3.4274)  0.16
H (2.7590, 6.2385, -0.8041)  0.52
H (0.6522, 5.8246, 0.5088)  0.62
H (-0.1610, 3.4881, 0.7295)  0.51
H (2.9189, 2.0482, -1.5947)  0.04
C (3.7941, -3.4667, -1.5505)  -1.05
Ge (3.9733, -2.0520, -2.9045)  0.97
C (5.4897, -0.8893, -2.4545)  -0.86
C (4.3469, -2.9334, -4.6135)  -1.14
Ge (1.7930, -0.8365, -3.0659)  -1.21
C (0.8027, -2.0428, -4.2294)  0.73
C (0.5881, -3.3583, -3.8035)  -0.10
C (-0.0024, -4.2895, -4.6444)  -1.01
C (-0.3828, -3.9127, -5.9254)  -0.61
C (-0.1861, -2.6072, -6.3562)  -0.71
C (0.3927, -1.6724, -5.5105)  -0.16
C (2.0263, 0.7970, -4.1474)  0.12
C (1.0756, 1.8212, -4.1414)  1.05
C (1.1993, 2.9149, -4.9890)  -0.81
C (2.2818, 3.0002, -5.8550)  -0.81
C (3.2386, 1.9927, -5.8714)  -0.89
C (3.1141, 0.9007, -5.0189)  -0.34
H (4.7838, -3.8607, -1.3104)  0.42
H (3.1950, -4.2828, -1.9584)  0.47
H (3.3266, -3.1228, -0.6270)  0.14
H (6.3778, -1.5212, -2.3769)  0.42
H (5.3566, -0.3651, -1.5086)  -0.04
H (5.6629, -0.1497, -3.2373)  0.42
H (5.0690, -3.7295, -4.4201)  0.47
H (4.7763, -2.2391, -5.3362)  0.41
H (3.4435, -3.3709, -5.0385)  0.26
H (0.8922, -3.6612, -2.8054)  0.31
H (-0.1596, -5.3061, -4.3064)  0.46
H (-0.8338, -4.6395, -6.5896)  0.41
H (-0.4937, -2.3139, -7.3514)  0.40
H (0.5429, -0.6574, -5.8576)  0.32
H (0.2230, 1.7486, -3.4733)  -0.01
H (0.4430, 3.6909, -4.9891)  0.52
H (2.3762, 3.8482, -6.5216)  0.37
H (4.0788, 2.0528, -6.5527)  0.43
H (3.8579, 0.1115, -5.0545)  0.15
F (-9.9004, 1.2042, 4.3744)  -0.27
C (-9.2999, 2.3054, 3.9005)  0.78
F (-10.1703, 2.9267, 3.0874)  -0.26
F (-9.0808, 3.1266, 4.9451)  -0.25
C (-8.0151, 1.9871, 3.1874)  0.31
C (-7.4287, 2.9701, 2.3963)  -1.22
C (-6.2300, 2.7140, 1.7586)  -0.45
C (-5.6048, 1.4734, 1.9016)  0.29
C (-6.2016, 0.5046, 2.6990)  -0.28
C (-7.4051, 0.7570, 3.3474)  -0.74
P (-3.9343, 1.0914, 1.2108)  1.31
C (-3.9032, 1.9557, -0.4041)  0.21
C (-2.6681, 2.3389, -0.9126)  -0.58
C (-2.5552, 2.9535, -2.1456)  -0.78
C (-3.6951, 3.1539, -2.9087)  0.41
C (-4.9281, 2.6994, -2.4610)  -1.07
C (-5.0284, 2.0949, -1.2154)  -0.51
C (-3.5998, 3.8972, -4.2096)  0.58
F (-2.3913, 3.7269, -4.7944)  -0.14
F (-4.5322, 3.5091, -5.0872)  -0.28
F (-3.7557, 5.2210, -4.0231)  -0.30
C (-3.0269, 2.2871, 2.3097)  0.84
C (-2.7529, 1.8375, 3.6033)  -1.58
C (-2.1123, 2.6529, 4.5221)  -0.95
C (-1.7142, 3.9290, 4.1452)  0.12
C (-1.9979, 4.4000, 2.8750)  -0.85
C (-2.6587, 3.5856, 1.9657)  -0.44
C (-0.9202, 4.7818, 5.0912)  0.74
F (-1.1023, 6.0909, 4.8612)  -0.28
F (-1.2272, 4.5375, 6.3714)  -0.28
F (0.4059, 4.5452, 4.9493)  -0.25
H (-7.9127, 3.9332, 2.2910)  0.43
H (-5.7736, 3.4864, 1.1519)  0.50
H (-5.7254, -0.4628, 2.8221)  0.23
H (-7.8649, -0.0002, 3.9679)  0.51
H (-1.7912, 2.1353, -0.3150)  0.05
H (-1.5896, 3.2816, -2.5111)  0.46
H (-5.8069, 2.8200, -3.0806)  0.53
H (-5.9939, 1.7459, -0.8706)  0.65
H (-3.0542, 0.8372, 3.8975)  0.80
H (-1.9339, 2.3078, 5.5320)  0.81
H (-1.7224, 5.4114, 2.6028)  0.58
H (-2.9178, 3.9926, 0.9986)  0.53

Results
Energy above the lowest of the compared OMol25 structures with the same formula, charge and spin: 0.0409 eV
Spin multiplicity: 2
Gap between HOMO and LUMO (alpha / beta): 7.98 / 5.90 eV
Charge: +1
E_LUMO (alpha / beta): -2.14 / -4.27 eV